(1)
{
  "formula": "C9H12INS",
  "method": "wB97M-V/def2-TZVPD",
  "lumo_ha": [0.0013, 0.0013],
  "total_charge": 0,
  "gap_ev": [7.487, 7.489],
  "de_lowest_kj_mol": 2.9,
  "largest_force_ha_per_bohr": 0.1095,
  "e_tot_ev": -29948.15405,
  "species": ["C", "C", "C", "C", "C", "C", "C", "C", "C", "N", "S", "I", "H", "H", "H", "H", "H", "H", "H", "H", "H", "H", "H", "H"],
  "positions_angstrom": [[0.625, 1.072, 0.323], [0.032, -0.133, 0.071], [-1.935, -1.237, -0.840], [-2.063, -2.501, -0.965], [-0.078, 2.392, 0.494], [-3.425, 0.419, -1.014], [-2.227, 0.896, -0.239], [2.067, 1.144, 0.408], [0.875, -1.313, -0.124], [-1.397, -0.243, -0.108], [-1.362, 2.358, -0.839], [-5.179, -0.089, -0.004], [-1.345, -3.136, -0.448], [-2.544, -3.039, -1.739], [-0.580, 2.538, 1.457], [0.451, 3.365, 0.283], [-3.668, 0.581, -1.976], [-2.583, 1.253, 0.703], [2.549, 0.519, -0.439], [2.351, 0.586, 1.348], [2.330, 2.183, 0.537], [0.242, -2.137, -0.517], [1.304, -1.499, 0.930], [1.716, -1.138, -0.811]]
}

(2)
{
  "formula": "C9H12N16O3RuSbSe4",
  "method": "wB97M-V/def2-TZVPD",
  "lumo_ha": [0.1459, 0.1181],
  "spin_multiplicity": 2,
  "total_charge": -2,
  "gap_ev": [5.827, 5.051],
  "de_lowest_kj_mol": 236.3,
  "largest_force_ha_per_bohr": 0.0108,
  "e_tot_ev": -310017.76201,
  "species": ["Ru", "N", "N", "C", "N", "N", "N", "O", "O", "H", "H", "H", "H", "H", "N", "C", "N", "N", "N", "N", "C", "N", "N", "N", "N", "H", "Se", "Sb", "Se", "Se", "Se", "N", "C", "O", "C", "C", "C", "N", "C", "C", "H", "H", "H", "H", "H", "H"],
  "positions_angstrom": [[-0.590, -0.818, -0.752], [-0.580, -2.351, 2.223], [-1.056, -1.311, 3.011], [-1.567, -0.242, 2.470], [-1.896, 0.829, 3.249], [-1.636, -0.226, 1.116], [-2.610, 0.430, 0.499], [-3.523, 1.027, 1.069], [-2.515, 0.360, -0.742], [-1.315, -2.725, 1.618], [-0.176, -3.042, 2.848], [-0.565, -1.287, 3.928], [-1.968, 0.638, 4.235], [-2.641, 1.389, 2.860], [-1.772, -2.839, -3.275], [-0.795, -1.920, -3.599], [-0.330, -1.773, -4.830], [0.569, -0.777, -4.728], [0.646, -0.360, -3.511], [-0.228, -1.062, -2.755], [-2.180, -3.151, -1.998], [-3.050, -4.116, -1.723], [-3.191, -4.062, -0.388], [-2.448, -3.128, 0.103], [-1.785, -2.521, -0.903], [-2.054, -3.467, -4.006], [5.105, -1.802, 3.280], [2.739, -1.841, 2.819], [1.712, -1.778, -0.405], [2.173, -3.576, 1.052], [1.401, -2.115, 4.935], [3.107, 5.184, -1.237], [2.536, 4.695, -0.091], [2.636, 5.267, 0.977], [1.767, 3.425, -0.268], [1.722, 2.504, 0.769], [1.064, 1.308, 0.569], [0.435, 1.006, -0.579], [0.444, 1.914, -1.561], [1.107, 3.119, -1.453], [3.755, 5.942, -1.102], [3.270, 4.560, -2.008], [2.220, 2.702, 1.708], [1.052, 0.545, 1.332], [-0.069, 1.637, -2.468], [1.078, 3.809, -2.286]]
}

(3)
{
  "formula": "C9H12N2",
  "method": "wB97M-V/def2-TZVPD",
  "lumo_ha": [-0.3558, -0.3507],
  "total_charge": 2,
  "gap_ev": [7.394, 7.951],
  "de_lowest_kj_mol": 232.3,
  "largest_force_ha_per_bohr": 0.0435,
  "e_tot_ev": -12485.08470,
  "species": ["C", "C", "C", "C", "C", "C", "C", "C", "C", "N", "N", "H", "H", "H", "H", "H", "H", "H", "H", "H", "H", "H", "H"],
  "positions_angstrom": [[0.827, -3.039, -1.234], [0.108, -2.882, -2.414], [0.672, -2.210, -0.165], [-0.965, -1.927, -2.474], [-0.196, -0.973, -0.246], [-0.875, -1.070, -1.487], [0.629, 0.354, 0.014], [-0.301, 2.511, 0.160], [-0.461, 1.091, 2.120], [-0.491, 3.739, 0.445], [-0.054, 1.396, 0.756], [1.519, -3.871, -1.154], [0.336, -3.433, -3.319], [1.123, -2.423, 0.794], [-1.625, -1.881, -3.326], [-0.912, -1.078, 0.588], [1.515, 0.063, 0.587], [0.952, 0.758, -0.949], [-1.353, 0.460, 2.141], [-0.691, 2.004, 2.665], [0.352, 0.574, 2.630], [-0.822, 4.385, -0.270], [-0.236, 4.176, 1.340]]
}

(4)
{
  "formula": "C9H12N2O",
  "method": "wB97M-V/def2-TZVPD",
  "lumo_ha": 0.0226,
  "total_charge": 0,
  "gap_ev": 9.473,
  "de_lowest_kj_mol": 1073.1,
  "largest_force_ha_per_bohr": 0.2951,
  "e_tot_ev": -14544.55766,
  "species": ["C", "C", "C", "C", "C", "C", "C", "C", "C", "H", "H", "H", "H", "H", "H", "H", "H", "H", "H", "H", "H", "N", "N", "O"],
  "positions_angstrom": [[1.144, 0.745, 3.054], [0.960, -0.114, 1.677], [-0.422, 0.145, 1.264], [-0.919, 1.219, 2.380], [-0.285, -0.018, -1.011], [-0.232, -1.452, -0.994], [0.006, -2.156, -2.137], [0.078, -1.513, -3.192], [-0.306, 0.527, -2.275], [1.153, 0.143, 3.827], [2.412, 0.782, 3.104], [1.270, -1.124, 1.671], [1.719, 0.243, 1.227], [-1.267, -0.393, 1.430], [-1.197, 2.071, 2.062], [-1.252, 0.734, 3.110], [0.122, 2.523, 3.837], [-0.697, -2.050, 0.005], [0.092, -3.027, -2.205], [0.276, -1.808, -4.649], [-0.305, 1.561, -2.433], [0.357, 1.816, 2.855], [-0.078, -0.232, -3.417], [-0.552, 0.619, 0.044]]
}